1.
20
Properties=species:S:1:pos:R:3:forces:R:3:nbo_charge:R:1 method="wB97M-V/def2-TZVPD" orbital_gap_ha=0.3621
C 2.029 -0.554 1.586 -0.302 -0.389 -0.696 -0.42
C 0.839 -1.371 -0.412 -0.435 -0.195 0.173 0.63
N 0.959 -0.495 0.605 0.771 0.031 0.133 -0.61
N 1.791 -2.368 -0.554 -0.102 -0.540 -0.228 -0.83
N -0.168 -1.249 -1.220 0.022 -0.568 0.067 -0.82
H 0.082 -0.096 0.898 -0.374 0.466 -0.129 0.44
H 2.978 -0.742 1.093 0.100 -0.160 -0.036 0.20
H 1.812 -1.326 2.317 0.253 -0.140 0.395 0.19
H 2.392 -2.634 0.209 -0.131 0.425 0.299 0.39
H 1.386 -3.206 -0.946 0.155 0.149 -0.329 0.39
H -0.833 0.095 -1.295 0.429 0.758 -0.024 0.50
H -0.263 -2.034 -1.856 0.095 0.237 -0.067 0.35
H 2.144 0.398 2.062 -0.167 0.489 0.367 0.22
C -2.499 2.796 -0.426 -0.610 -0.546 0.807 -0.72
C -1.729 1.501 -0.272 0.211 0.256 -1.287 0.81
O -1.698 0.882 0.770 0.010 -0.210 0.528 -0.67
O -1.070 1.140 -1.361 -0.645 -0.596 0.284 -0.72
H -2.837 3.045 -1.428 0.710 0.078 -0.160 0.23
H -1.893 3.546 0.081 -0.160 0.362 -0.342 0.24
H -3.422 2.674 0.147 0.171 0.093 0.246 0.23

2.
20
Properties=species:S:1:pos:R:3:forces:R:3:nbo_charge:R:1 method="wB97M-V/def2-TZVPD" orbital_gap_ha=0.3532 smiles="CN=C(N)N.CC(=O)O"
C 1.200 -2.483 1.693 -0.443 -0.653 0.621 -0.74
C 2.308 -1.894 0.889 -0.702 0.982 -0.392 0.79
O 2.739 -0.798 1.514 0.457 0.785 0.945 -0.69
O 2.687 -2.169 -0.214 0.067 -0.765 -0.302 -0.59
H 0.547 -3.124 1.104 0.366 -0.216 0.040 0.24
H 0.570 -1.715 2.132 0.090 0.382 -0.272 0.25
H 1.600 -2.982 2.584 0.049 -0.304 -0.378 0.24
C -0.836 3.031 -0.970 -1.112 -0.743 1.197 -0.44
C -1.164 0.714 -0.783 0.281 -0.817 0.451 0.57
N -0.351 1.680 -0.786 0.547 0.254 -0.209 -0.55
N -2.515 0.751 -0.977 -0.307 -0.113 -0.102 -0.85
N -0.688 -0.591 -0.453 -0.579 0.649 -0.151 -0.84
H 3.367 -0.306 0.969 0.093 -0.232 -0.227 0.50
H -1.290 3.187 -1.942 0.448 0.321 -0.545 0.18
H -0.041 3.715 -0.697 -0.040 0.280 -0.456 0.21
H -2.907 1.527 -1.472 -0.195 0.012 -0.004 0.39
H -3.066 -0.088 -0.849 0.251 0.362 -0.111 0.40
H 0.277 -0.479 -0.196 0.379 -0.060 -0.049 0.38
H -0.751 -1.178 -1.272 0.033 -0.312 -0.048 0.37
H -1.686 3.201 -0.275 0.317 0.188 -0.009 0.17

3.
20
Properties=species:S:1:pos:R:3:forces:R:3:nbo_charge:R:1 method="wB97M-V/def2-TZVPD" multiplicity=2 s_squared=0.7544 total_charge=+1 orbital_gap_ha="0.3594 / 0.2088"
C -2.451 -2.150 -1.775 -2.721 -0.793 2.584 -0.73
C -1.900 -0.976 -0.943 0.562 -0.164 0.721 0.82
O -1.394 0.059 -1.385 -1.090 -2.162 1.290 -0.62
O -1.971 -1.362 0.358 1.370 1.965 2.434 -0.70
H -1.957 -3.119 -1.709 0.497 0.474 0.248 0.25
H -2.339 -1.682 -2.638 0.470 0.964 -4.785 0.22
H -3.604 -2.442 -1.734 2.337 1.153 0.630 0.26
C 1.322 1.770 -0.662 3.895 1.270 2.076 -0.42
C 1.193 0.772 1.494 0.998 1.493 -1.670 0.60
N 0.893 1.919 0.779 0.562 -3.335 -0.703 -0.54
N 2.363 0.133 1.193 -1.714 1.113 1.005 -0.72
N 0.308 0.170 2.291 -0.732 -1.098 2.099 -0.31
H 0.079 2.495 0.898 -0.544 -0.463 0.703 0.45
H 1.898 0.850 -0.752 -0.699 0.080 -0.444 0.21
H 2.066 2.563 -0.739 0.252 0.041 -0.538 0.21
H 2.998 0.741 0.719 0.754 -0.207 -0.309 0.43
H 2.723 -0.638 1.737 -0.168 0.057 -0.009 0.44
H -1.538 -0.759 1.118 -1.321 -1.375 -3.006 0.50
H 0.606 -0.254 3.223 -0.179 0.924 -1.350 0.39
H 0.706 1.914 -1.473 -2.529 0.062 -0.974 0.26

4.
20
Properties=species:S:1:pos:R:3:forces:R:3:nbo_charge:R:1 method="wB97M-V/def2-TZVPD" multiplicity=2 s_squared=0.7681 total_charge=+1 orbital_gap_ha="0.3439 / 0.1882"
C -2.348 -1.164 -1.587 0.396 -0.651 -3.346 -0.43
C -0.501 0.380 -1.664 2.477 -0.786 -2.059 0.57
N -1.112 1.333 -0.955 0.460 -0.060 -0.414 -0.32
N -0.922 -0.863 -1.974 -2.289 1.142 2.941 -0.46
N 0.720 0.673 -2.293 -0.005 0.089 2.437 -0.74
H 0.275 -1.533 3.100 0.670 -0.077 0.011 0.52
H -0.401 2.079 -0.731 -0.853 -0.678 -0.247 0.39
H -0.272 -1.596 -1.704 0.307 0.046 -0.713 0.44
H 0.997 0.090 -3.063 -0.226 -0.334 -0.430 0.42
H 1.446 0.653 -1.559 0.040 0.850 -0.774 0.41
H -2.557 -1.138 -0.550 0.101 -0.198 1.043 0.24
H -2.547 -2.146 -2.102 -0.199 1.013 0.935 0.24
H -2.892 -0.370 -2.116 -0.324 -0.464 0.367 0.23
C 0.767 1.267 1.490 1.325 -0.677 -0.587 -0.74
C 1.081 -0.038 2.133 1.388 -3.956 2.085 0.77
O 0.180 -1.068 2.264 -2.207 1.679 -1.330 -0.73
O 2.174 -0.345 2.570 -0.194 1.954 -0.647 -0.55
H 1.606 1.801 1.969 -1.141 1.050 -0.033 0.30
H -0.270 1.605 1.429 0.424 0.135 0.764 0.25
H 1.173 1.185 0.472 -0.149 -0.074 -0.003 0.19

5.
20
Properties=species:S:1:pos:R:3:forces:R:3:nbo_charge:R:1 method="wB97M-V/def2-TZVPD" multiplicity=2 s_squared=0.7690 total_charge=+1 orbital_gap_ha="0.3400 / 0.1702"
C 0.629 3.064 -2.154 -0.623 0.511 0.524 -0.46
C -0.476 0.908 -2.057 2.059 -1.205 -3.157 0.56
N -1.309 1.073 -1.141 -1.071 0.095 0.960 -0.45
N -0.022 1.993 -2.908 0.984 0.113 1.951 -0.39
N 0.006 -0.339 -2.351 -0.854 1.253 0.296 -0.74
H -1.683 1.919 -0.738 0.178 0.319 -0.258 0.42
H 1.635 -0.304 2.461 -0.279 -0.133 0.669 0.50
H -0.218 2.305 -3.864 -0.532 -1.353 0.174 0.46
H 0.874 -0.561 -2.808 0.005 0.448 -0.164 0.43
H -0.457 -1.081 -1.859 -0.073 -0.368 0.132 0.43
H 1.729 3.209 -2.237 -0.653 -0.579 -0.487 0.27
H 0.403 2.892 -1.102 0.275 0.113 0.034 0.23
H 0.107 3.961 -2.455 0.310 0.644 0.024 0.24
C -0.495 -2.672 1.918 1.418 1.777 -1.061 -0.73
C 0.341 -1.772 2.839 -2.256 0.263 -0.088 0.79
O 0.823 -0.705 2.127 0.528 -0.246 -0.888 -0.75
O 0.316 -1.823 4.027 0.942 -0.248 0.243 -0.53
H 0.073 -2.669 0.981 0.488 -1.284 0.177 0.22
H -1.274 -2.051 1.461 -0.731 -0.162 1.078 0.24
H -0.778 -3.618 2.356 -0.115 0.041 -0.160 0.26

6.
19
Properties=species:S:1:pos:R:3:forces:R:3:nbo_charge:R:1 method="wB97M-V/def2-TZVPD" orbital_gap_ha=0.3332
C 0.518 1.524 -0.956 0.847 -1.815 -0.374 -0.41
C -0.459 1.006 1.274 -0.537 -0.841 -0.550 -0.43
C -0.531 -0.672 -0.396 -1.264 -0.836 0.528 0.41
C 0.652 -1.510 -0.555 1.990 -0.086 -0.938 -0.28
H 0.528 1.389 -2.044 -0.790 -0.246 0.122 0.21
H 0.345 2.548 -0.771 -0.446 1.115 0.385 0.21
H 1.555 1.309 -0.717 0.403 0.005 0.546 0.18
H 0.498 0.640 1.743 -1.086 0.597 -0.264 0.21
H -0.656 2.069 1.405 0.442 0.096 -0.054 0.20
H -1.385 0.521 1.700 1.197 0.184 -0.300 0.22
H 0.234 -2.506 -0.729 0.639 -0.175 0.024 0.21
H 1.173 -1.137 -1.478 -0.105 -0.627 0.723 0.20
H 2.535 -1.710 0.525 -1.382 0.592 -0.681 0.37
H 1.238 -1.798 1.401 -1.030 -0.622 1.203 0.36
H -2.696 0.775 -0.497 -0.075 -0.681 0.378 0.11
N -0.422 0.685 -0.207 -0.264 1.894 0.891 -0.50
N 1.563 -1.319 0.608 1.593 -0.091 -1.301 -0.85
N -1.630 -1.344 -0.283 0.192 1.256 0.080 -0.58
S -3.060 -0.471 -0.023 -0.325 0.280 -0.418 0.15

7.
20
Properties=species:S:1:pos:R:3:forces:R:3:nbo_charge:R:1 method="wB97M-V/def2-TZVPD" orbital_gap_ha=0.3396 smiles="[H]/N=C/NNC/C(C)=N/N"
C -0.919 1.507 0.347 0.726 -1.057 -3.137 -0.68
C -0.906 0.017 0.609 -1.073 0.901 -1.910 0.20
C 0.283 -0.567 1.295 -1.336 -0.396 1.947 -0.29
C 2.201 0.042 -0.870 -1.030 0.222 0.459 0.26
H -0.467 1.934 1.164 1.181 1.320 1.830 0.23
H -0.287 1.804 -0.598 -1.117 -0.569 1.635 0.22
H -1.899 1.927 0.247 -0.653 0.122 -0.187 0.21
H 0.980 0.138 1.706 -0.010 0.710 0.262 0.22
H -0.186 -1.169 2.093 0.658 0.221 0.249 0.22
H 0.328 -2.296 0.430 1.604 0.877 -0.399 0.36
H 0.399 -1.176 -1.393 2.611 1.439 1.022 0.39
H 1.954 0.700 -1.745 0.777 -0.791 0.330 0.16
H 3.658 1.034 -0.264 0.309 0.736 -0.079 0.34
H -2.679 0.478 -1.217 0.391 0.035 0.506 0.34
H -3.462 -0.888 -0.858 -1.811 -1.385 0.285 0.36
N 1.021 -1.500 0.521 -0.691 -2.513 -0.395 -0.42
N 1.281 -1.002 -0.770 -1.640 -0.406 -1.206 -0.49
N 3.053 0.310 0.067 -1.260 -1.047 -1.203 -0.71
N -1.767 -0.810 0.123 1.500 -0.307 1.014 -0.27
N -2.587 -0.483 -0.888 0.865 1.887 -1.023 -0.63

8.
22
Properties=species:S:1:pos:R:3:forces:R:3:nbo_charge:R:1 method="wB97M-V/def2-TZVPD" total_charge=+1 orbital_gap_ha="0.2236 / 0.2837"
C 1.022 -1.053 -0.109 -1.707 -2.264 2.205 0.60
C 0.968 1.279 0.314 1.343 1.440 0.109 0.67
C -0.679 -0.150 1.101 -2.978 -1.661 -0.668 0.46
C -1.970 -0.064 -1.226 0.889 -1.915 0.686 -0.09
N -0.013 -1.260 0.698 1.967 0.856 -1.090 -0.51
N 1.427 0.214 -0.481 -1.007 2.137 0.911 -0.64
N -0.111 1.109 1.088 2.356 -0.976 -1.784 -0.53
N 1.874 -2.062 -0.466 -3.332 -0.262 1.111 -0.77
N 1.665 2.469 0.295 1.150 0.257 -0.464 -0.79
N -1.740 -0.299 2.024 0.017 -2.780 0.577 -0.84
O -1.127 -0.903 -1.924 -1.886 -2.153 -1.762 -0.74
H -1.990 0.855 -1.679 -0.193 2.597 -0.540 0.14
H -2.877 -0.483 -0.839 -0.358 -0.210 0.191 0.15
H 1.811 0.370 -1.396 0.052 0.223 -0.242 0.43
H -0.191 1.628 1.919 -0.402 1.188 1.123 0.44
H 1.469 -3.019 -0.547 0.983 1.314 -0.006 0.45
H 2.640 -1.696 -0.915 2.196 -0.319 -1.502 0.39
H 2.432 2.606 -0.427 -1.486 -0.585 1.433 0.43
H 1.731 3.210 1.056 -0.753 -1.738 -1.312 0.45
H -2.615 0.154 1.829 0.014 0.582 -0.376 0.39
H -2.015 -1.344 2.179 1.198 2.516 -0.432 0.41
H -1.714 -1.560 -2.496 1.935 1.753 1.833 0.50